(1)
A structure of composition C24H39AlBNO10 at a distorted geometry, computed with ωB97M-V with the def2-TZVPD basis set.

As for the HOMO-LUMO gap: 2.412 eV. Its net charge is +2. The HOMO energy comes out at -14.016 eV. For the LUMO energy, the calculation gives -11.60 eV. The strongest force on any atom comes out at 3.16 eV/Å. As for the multiplicity: 1.

Geometry (Å):
1 Al -0.63 2.14 -1.41
2 B 1.03 0.03 -0.27
3 H 1.92 -0.52 0.24
4 H 1.21 -0.05 -1.41
5 H 0.01 -0.42 0.04
6 H 1.00 1.12 0.16
7 O -2.34 0.90 0.92
8 C -3.26 0.90 1.69
9 O -3.09 1.29 2.98
10 C -4.23 1.00 3.75
11 C -5.38 0.91 2.73
12 C -4.67 0.47 1.45
13 H -4.44 1.89 4.35
14 H -4.21 0.10 4.37
15 H -5.64 1.97 2.61
16 H -6.24 0.38 3.13
17 H -5.03 1.14 0.67
18 H -4.80 -0.59 1.22
19 O -1.32 -0.14 -2.85
20 C -1.43 -1.31 -3.15
21 O -2.53 -1.76 -3.72
22 C -2.56 -3.20 -3.57
23 C -1.54 -3.49 -2.42
24 C -0.47 -2.45 -2.71
25 H -2.19 -3.71 -4.46
26 H -3.54 -3.59 -3.31
27 H -1.21 -4.53 -2.53
28 H -1.98 -3.51 -1.42
29 H 0.26 -2.76 -3.46
30 H -0.03 -2.08 -1.79
31 O 0.06 3.24 1.06
32 C -0.45 3.53 2.12
33 O -1.66 4.15 2.12
34 C -2.07 4.45 3.47
35 C -1.02 3.82 4.37
36 C 0.17 3.41 3.49
37 H -2.95 3.80 3.58
38 H -2.49 5.43 3.65
39 H -1.45 2.98 4.91
40 H -0.80 4.58 5.11
41 H 0.43 2.41 3.81
42 H 1.00 4.11 3.58
43 O -0.68 -2.39 5.81
44 C -0.58 -1.74 4.83
45 O -0.67 -2.32 3.57
46 C -0.06 -1.45 2.62
47 C 0.27 -0.14 3.38
48 C -0.60 -0.23 4.64
49 H -0.68 -1.15 1.77
50 H 0.90 -1.80 2.25
51 H 0.06 0.70 2.72
52 H 1.32 -0.19 3.68
53 H -1.61 0.14 4.51
54 H -0.21 0.24 5.54
55 O 1.41 1.60 -3.58
56 C 2.05 0.89 -4.30
57 O 1.87 -0.47 -4.22
58 C 2.85 -1.13 -5.03
59 C 3.77 -0.09 -5.66
60 C 3.05 1.23 -5.40
61 H 2.32 -1.66 -5.82
62 H 3.47 -1.86 -4.50
63 H 3.80 -0.30 -6.72
64 H 4.77 -0.03 -5.23
65 H 2.55 1.48 -6.34
66 H 3.55 2.17 -5.18
67 N 3.90 -0.87 -1.34
68 C 3.47 -2.10 -1.67
69 C 4.55 -2.89 -2.01
70 C 5.70 -2.13 -1.78
71 C 5.26 -0.83 -1.43
72 H 3.27 -0.15 -0.99
73 H 2.43 -2.39 -1.60
74 H 4.49 -3.86 -2.48
75 H 6.73 -2.40 -1.91
76 H 5.82 0.06 -1.21

=====

(2)
A structure of composition C42H40IrN5O4P2S at a distorted geometry, computed with ωB97M-V with the def2-TZVPD basis set.

Its expectation value of S² is 0.791. As for the HOMO-LUMO gap (alpha / beta): 5.688 / 5.605 eV. Its net charge is +3. The HOMO energy (alpha / beta) comes out at -16.162 / -16.346 eV. For the LUMO energy (alpha / beta), the calculation gives -10.47 / -10.74 eV. The strongest force on any atom comes out at 1.67 eV/Å. As for the multiplicity: 2.

Geometry (Å):
1 Ir 0.50 0.59 1.25
2 C -0.09 -0.44 4.35
3 N -0.82 -0.15 3.09
4 P -0.84 -1.13 1.66
5 C -0.39 -2.80 2.08
6 C 0.07 -3.57 0.99
7 C 0.26 -4.93 1.15
8 C -0.01 -5.53 2.37
9 C -0.50 -4.78 3.43
10 C -0.69 -3.41 3.29
11 C -2.36 -1.23 0.78
12 C -3.29 -2.19 1.19
13 C -4.49 -2.29 0.51
14 C -4.75 -1.47 -0.58
15 C -3.81 -0.53 -1.00
16 C -2.61 -0.41 -0.32
17 P -1.07 1.47 2.54
18 C -0.53 2.67 3.73
19 C -1.22 2.77 4.93
20 C -0.84 3.74 5.85
21 C 0.21 4.60 5.55
22 C 0.88 4.52 4.34
23 C 0.51 3.55 3.42
24 C -2.75 1.81 2.09
25 C -2.97 2.84 1.18
26 C -4.27 3.20 0.87
27 C -5.34 2.54 1.48
28 C -5.11 1.52 2.40
29 C -3.81 1.15 2.71
30 H 0.56 0.39 4.60
31 H 0.52 -1.34 4.22
32 H -0.80 -0.60 5.16
33 H 0.24 -3.11 0.02
34 H 0.61 -5.52 0.31
35 H 0.13 -6.60 2.49
36 H -0.74 -5.26 4.37
37 H -1.11 -2.86 4.12
38 H -3.08 -2.86 2.01
39 H -5.22 -3.03 0.82
40 H -5.69 -1.57 -1.11
41 H -4.01 0.09 -1.87
42 H -1.88 0.32 -0.65
43 H -2.06 2.12 5.16
44 H -1.37 3.82 6.79
45 H 0.50 5.36 6.27
46 H 1.67 5.21 4.11
47 H 1.02 3.50 2.45
48 H -2.14 3.35 0.71
49 H -4.46 4.00 0.17
50 H -6.35 2.83 1.24
51 H -5.94 1.02 2.87
52 H -3.64 0.35 3.43
53 C 7.48 1.61 -1.30
54 C 7.45 0.25 -0.61
55 S 6.15 0.23 0.61
56 O 4.86 0.26 -0.05
57 O 6.42 1.21 1.63
58 C 6.27 -1.39 1.39
59 C 5.55 -1.41 2.74
60 N 4.31 -0.61 2.76
61 C 3.20 -0.87 2.05
62 N 2.35 0.16 2.15
63 C 2.95 1.13 2.93
64 C 4.14 0.65 3.31
65 N 5.05 1.32 4.22
66 O 5.89 0.65 4.76
67 O 4.80 2.48 4.41
68 C 3.03 -2.06 1.21
69 H 8.26 1.59 -2.07
70 H 7.72 2.40 -0.59
71 H 6.53 1.82 -1.78
72 H 8.38 0.05 -0.07
73 H 7.25 -0.57 -1.30
74 H 7.32 -1.62 1.56
75 H 5.87 -2.11 0.68
76 H 6.18 -1.00 3.52
77 H 5.30 -2.43 3.01
78 H 2.49 2.07 3.19
79 H 3.40 -2.96 1.70
80 H 3.56 -1.92 0.26
81 H 1.98 -2.21 1.00
82 N 1.44 6.08 -6.82
83 C 1.33 5.47 -5.86
84 C 1.18 4.69 -4.66
85 C 1.90 3.51 -4.52
86 C 1.76 2.76 -3.37
87 C 0.90 3.21 -2.35
88 C 0.19 4.41 -2.50
89 C 0.33 5.15 -3.65
90 C 0.77 2.44 -1.19
91 C 0.65 1.75 -0.16
92 H 2.55 3.19 -5.32
93 H 2.30 1.84 -3.23
94 H -0.46 4.74 -1.70
95 H -0.21 6.08 -3.80